(1)
{"formula": "C3H7BrNO", "method": "wB97M-V/def2-TZVPD", "elements": ["C", "C", "C", "N", "O", "Br", "H", "H", "H", "H", "H", "H", "H"], "coordinates": [[-1.5767, 0.4519, 0.2530], [0.3474, -1.3738, -0.4406], [0.2094, -0.1344, 0.4305], [0.8787, 1.1034, 0.0029], [-1.6584, 1.6155, -0.0144], [-3.0243, -0.6853, 0.5656], [0.3764, -1.0555, -1.4336], [1.3907, -1.5509, -0.3033], [-0.2591, -2.2291, -0.2926], [0.2828, -0.3929, 1.5201], [1.3593, 0.9019, -0.7988], [1.5893, 1.4777, 0.6800], [0.0846, 1.8713, -0.1686]], "energy_ha": -2822.21046, "total_charge": 1, "de_lowest_ev": 1.169, "gap_ev": 10.99, "smiles": "C[C@@H]([NH3+])C(=O)Br"}

=====

(2)
{"formula": "C33H46BrCa2Cl7F9IKN5O7PS", "method": "wB97M-V/def2-TZVPD", "elements": ["C", "N", "C", "C", "N", "C", "C", "C", "O", "N", "C", "C", "C", "C", "C", "C", "N", "C", "C", "C", "C", "C", "C", "C", "O", "C", "C", "C", "C", "C", "N", "C", "C", "C", "O", "I", "H", "H", "H", "H", "H", "H", "H", "H", "H", "H", "H", "H", "H", "H", "H", "H", "H", "H", "H", "H", "H", "H", "H", "H", "H", "H", "H", "H", "H", "H", "H", "H", "H", "H", "H", "H", "H", "Br", "Ca", "F", "P", "F", "F", "F", "F", "F", "C", "Cl", "Cl", "H", "H", "C", "F", "F", "F", "S", "O", "O", "O", "C", "C", "C", "O", "H", "H", "H", "H", "H", "H", "H", "K", "C", "Cl", "Cl", "Cl", "Cl", "Ca", "Cl"], "coordinates": [[4.7828, -1.1275, 1.3152], [3.8751, -2.3460, 1.2183], [2.5719, -2.1157, 1.9325], [1.5090, -1.2575, 1.1042], [1.7170, -0.8630, -0.1503], [0.5841, -0.0886, -0.8179], [-0.2410, -1.3254, -1.4983], [-0.5741, -0.9373, -3.0461], [-0.4819, 0.2599, -3.4626], [-0.9936, -1.9462, -4.0412], [-2.0561, -2.8615, -3.5281], [0.1614, -2.6729, -4.6507], [-0.0734, 0.6378, 0.4859], [0.9940, 1.8121, 0.7978], [0.5485, 3.2856, 0.3630], [0.3834, 3.5022, -1.2259], [1.2820, 4.5280, -1.8186], [2.3821, 3.9034, -2.6107], [1.8058, 3.2616, -3.9866], [0.4259, 3.6772, -4.5701], [-0.1769, 3.0491, -5.8685], [0.6645, 1.9560, -6.6215], [2.0386, 1.5592, -6.0179], [2.6502, 2.1752, -4.7087], [3.9012, 1.7498, -4.1697], [-1.5850, 1.2577, 0.3080], [-2.2511, 1.7481, 1.5960], [-3.6999, 2.3325, 1.5445], [-4.2412, 2.3061, 0.0933], [-3.3495, 1.7946, -1.0400], [-2.0273, 1.2546, -1.0440], [0.0487, -0.6742, 1.4642], [-0.0826, -0.4646, 3.0600], [-1.5012, -1.0940, 3.6007], [-2.4844, -0.4263, 3.9372], [-1.6954, -3.3081, 3.7937], [4.3726, -0.4852, 2.1821], [4.6547, -0.5557, 0.3204], [5.8717, -1.4191, 1.5261], [4.3808, -3.0789, 1.8008], [2.7588, -1.7056, 3.0022], [2.1097, -3.1809, 2.1070], [2.6171, -1.1006, -0.6223], [1.1683, 0.5432, -1.5691], [0.4178, -2.2774, -1.4936], [-1.2269, -1.5052, -0.9386], [-1.8737, -3.2764, -2.4746], [-2.0784, -3.7715, -4.2413], [-3.0697, -2.3294, -3.6492], [0.2339, -3.7398, -4.2306], [-0.0187, -2.7859, -5.7900], [1.1521, -2.0941, -4.5539], [2.0440, 1.6427, 0.3750], [1.1205, 1.8331, 1.9555], [-0.3826, 3.6773, 0.8676], [1.4080, 3.9944, 0.6964], [0.4354, 2.4944, -1.7642], [-0.7004, 3.8900, -1.3928], [1.6178, 5.2183, -1.1353], [3.2294, 4.6475, -2.7923], [2.7448, 2.9837, -1.9931], [-0.2323, 4.4574, -4.0372], [-1.2028, 3.3274, -6.2848], [0.2755, 1.4755, -7.5778], [2.6437, 0.7457, -6.5416], [4.5556, 1.7231, -4.9062], [-1.7011, 1.6896, 2.5951], [-4.2334, 2.7098, 2.4760], [-5.3030, 2.6698, -0.1271], [-3.8229, 1.8467, -2.0965], [-0.8163, -1.4114, 1.2073], [0.0066, 0.6397, 3.3947], [0.7272, -1.0253, 3.6739], [-2.6462, -2.1056, 0.7525], [5.3394, -3.8612, 0.6196], [3.9164, 5.9601, -7.3321], [4.7351, 5.1510, -6.2156], [3.4707, 5.3647, -5.2478], [4.0048, 3.8335, -6.7520], [5.9252, 4.1121, -6.5112], [5.3603, 5.3273, -4.7452], [5.7430, 6.3066, -6.6860], [2.1347, -6.8667, 3.3565], [2.9634, -8.2921, 3.9793], [3.0440, -6.1315, 2.0227], [1.1502, -7.1593, 2.9964], [2.0318, -6.1370, 4.1601], [-2.4341, -9.8875, 2.0228], [-1.7581, -11.0382, 1.8485], [-2.6197, -9.3650, 0.7846], [-3.6591, -10.2332, 2.4729], [-1.5578, -8.7151, 3.1671], [-0.2717, -8.4419, 2.5369], [-1.4436, -9.4147, 4.4285], [-2.4249, -7.5221, 3.2430], [-1.7269, 5.4363, 5.4894], [-2.4090, 4.5496, 4.4347], [-2.7167, 3.1721, 5.0478], [-1.5362, 4.3718, 3.4196], [-0.7881, 5.0052, 5.8526], [-1.5082, 6.4329, 5.0932], [-2.3827, 5.5665, 6.3558], [-3.3840, 5.0142, 4.2366], [-1.8130, 2.6599, 5.3962], [-3.2186, 2.5164, 4.3289], [-3.3830, 3.2793, 5.9101], [1.2756, -5.0550, 0.8210], [-6.2913, -0.3418, 4.9665], [-6.2847, 0.5313, 6.5135], [-5.7080, -2.0032, 5.2216], [-7.9443, -0.3878, 4.3189], [-5.2250, 0.4884, 3.8129], [-2.5029, -5.7314, 2.7086], [-2.1523, 4.6025, 1.4658]], "energy_ha": -11771.11139, "total_charge": 1, "gap_ev": 2.41}

=====

(3)
{"formula": "C2H6N2O2", "method": "wB97M-V/def2-TZVPD", "elements": ["N", "C", "N", "H", "H", "H", "H", "H", "O", "C", "O", "H"], "coordinates": [[1.8920, -1.0809, 0.1547], [1.7339, -0.5118, -1.0912], [0.7723, 0.3667, -1.0944], [1.4146, -1.9658, 0.1698], [1.7045, -0.6240, 1.0510], [1.5635, -1.2039, -1.9609], [0.2947, 0.8378, -1.8539], [0.1715, 0.7740, -0.0144], [-2.3212, -0.1250, 0.1521], [-1.5614, 0.3442, 1.0134], [-0.6429, 1.2461, 0.7906], [-1.4040, -0.3209, 1.8730]], "energy_ha": -339.71281, "de_lowest_ev": 3.261, "gap_ev": 8.66}

=====

(4)
{"formula": "CH6N4S", "method": "wB97M-V/def2-TZVPD", "elements": ["C", "H", "H", "H", "H", "H", "H", "N", "N", "N", "N", "S"], "coordinates": [[-0.0540, 0.0237, 0.8314], [2.1967, 0.3588, -0.7620], [0.6277, -0.1860, -1.9060], [1.2951, -1.5758, 0.7168], [-0.8500, 0.4180, 2.5976], [-1.5879, 1.4083, 0.5674], [-1.9254, -0.6734, -1.3451], [1.4818, -0.4824, -1.1329], [0.7837, -0.7866, 0.1247], [-0.0142, 0.0964, 2.0966], [-0.7384, 0.9123, -0.0404], [-1.2151, 0.4867, -1.7481]], "energy_ha": -658.78429, "de_lowest_ev": 2.368, "gap_ev": 9.25, "smiles": "[H]/N=C(/NN)NS"}

=====

(5)
{"formula": "C16H22BBrLaO2", "method": "wB97M-V/def2-TZVPD", "elements": ["C", "C", "C", "H", "C", "C", "H", "H", "H", "H", "La", "Br", "C", "C", "C", "H", "C", "C", "H", "H", "H", "H", "C", "C", "C", "O", "B", "O", "C", "C", "C", "H", "H", "H", "H", "H", "H", "H", "H", "H", "H", "H", "H"], "coordinates": [[1.6835, -1.7066, -0.8844], [2.7653, -0.8251, -0.7113], [3.0855, -0.7749, 0.6799], [3.2746, -0.3098, -1.5038], [2.0793, -1.5584, 1.3508], [1.2082, -2.1013, 0.3768], [0.4017, -2.8135, 0.5314], [1.3232, -2.0929, -1.8204], [3.6477, 0.0373, 1.1463], [1.8400, -1.5356, 2.4011], [1.4827, 1.1295, 0.9997], [1.4745, 3.2273, -0.7519], [-2.9392, 0.7803, -0.5751], [-2.8945, -0.6189, -0.2454], [-2.2251, -1.3026, -1.3106], [-3.1990, -1.0559, 0.7076], [-1.8372, -0.3099, -2.2819], [-2.3166, 0.9799, -1.8585], [-2.0625, 1.9488, -2.3054], [-3.2844, 1.5656, 0.0834], [-1.8714, -2.3385, -1.2989], [-1.2184, -0.4896, -3.1559], [-1.8339, 3.6426, 4.6818], [-0.8913, 3.2548, 3.5879], [-0.9244, 4.3409, 2.5229], [-1.4449, 2.0554, 3.0201], [-0.4490, 1.1911, 2.9144], [0.8763, 1.8195, 3.0553], [0.5409, 2.8319, 4.0546], [1.5764, 3.8934, 3.9761], [0.5419, 2.1897, 5.4236], [-2.8339, 3.8173, 4.2878], [-1.5112, 4.5637, 5.1607], [-1.9236, 2.8783, 5.4497], [-1.9411, 4.4780, 2.1428], [-0.6259, 5.2908, 2.9688], [-0.2803, 4.1534, 1.6589], [1.3457, 4.7024, 4.6698], [2.5365, 3.4864, 4.2721], [1.6868, 4.3205, 2.9817], [-0.1639, 1.3614, 5.5422], [1.5408, 1.8086, 5.6415], [0.3158, 2.9414, 6.1913]], "energy_ha": -3403.83067, "total_charge": -1, "gap_ev": 3.94}

=====

(6)
{"formula": "C3H8N4S", "method": "wB97M-V/def2-TZVPD", "elements": ["C", "C", "C", "H", "H", "H", "H", "H", "H", "H", "H", "N", "N", "N", "N", "S"], "coordinates": [[-0.4495, -0.7728, -0.2942], [2.1924, 0.2185, 0.5019], [1.3732, 1.1456, -0.4332], [-3.0739, 0.0737, 1.2098], [-3.0736, 0.4476, -0.6067], [-1.7300, -2.1091, 0.1724], [1.9457, 0.2588, 1.5930], [3.3245, 0.4367, 0.5357], [1.5958, 1.2389, -1.5958], [1.3225, 2.1238, 0.1017], [-0.9050, 1.0847, -0.3437], [-2.9638, -0.3615, 0.1132], [-1.8613, -1.0467, -0.2281], [0.3489, -1.7822, -0.1489], [-0.0678, 0.5322, -0.3591], [2.0219, -1.4881, -0.2179]], "energy_ha": -736.20481, "de_lowest_ev": 3.084, "gap_ev": 8.12, "smiles": "NNC1=NSCCN1"}

=====

Number 1: M 152.999 g/mol, highest occupied orbital energy -0.5422 Ha. Number 2: M 1433.015 g/mol, highest occupied orbital energy -0.3076 Ha. Number 3: M 90.082 g/mol, highest occupied orbital energy -0.3422 Ha. Number 4: M 106.154 g/mol, highest occupied orbital energy -0.3320 Ha. Number 5: M 475.972 g/mol, highest occupied orbital energy -0.0852 Ha. Number 6: M 132.192 g/mol, highest occupied orbital energy -0.2742 Ha.